# AsF6H20O10

AsF6H20O10 as an isolated structure (wB97M-V/def2-TZVPD, the OMol25 dataset).

HOMO energy: -0.3397 hartree
electronic energy: -3599.543185 a.u.
charge: -1
orbital gap: 11.44 eV

Last column: Mulliken charge in e.
Geometry (Å):
As 0.11106 -0.16164 -0.09279  2.003
F -1.37877 0.90864 -0.02003  -0.515
F 1.06896 1.18255 0.56733  -0.485
F -0.76187 -1.60024 -0.73992  -0.503
F 1.65666 -1.08737 -0.27202  -0.502
F 0.25818 0.38705 -1.83021  -0.518
F -0.11273 -0.85226 1.52441  -0.482
O -1.53557 -6.49058 -4.64675  -0.651
O 0.04592 1.98585 -7.80747  -0.640
O -4.59470 -4.98830 2.49210  -0.651
O 3.62646 5.53838 3.73787  -0.646
O 6.07640 0.85042 -3.29654  -0.659
O 0.13838 0.43750 8.81329  -0.640
O -1.88323 6.32870 -1.32088  -0.652
O -0.18524 -7.89010 0.52899  -0.634
O 3.09124 4.46003 -4.25010  -0.626
O -3.84455 -0.40302 6.10730  -0.647
H 3.35866 4.65613 3.48067  0.334
H 0.11214 2.13812 -6.86478  0.327
H -1.79582 5.44246 -0.96994  0.339
H 5.37796 1.42483 -3.61034  0.324
H -3.20465 -0.68696 5.45451  0.335
H -0.13946 0.54973 9.72238  0.312
H -0.73910 -7.48108 -0.13596  0.319
H -3.64150 -4.90124 2.49996  0.329
H -1.58487 -5.68949 -4.12517  0.332
H 3.17875 5.28247 -4.73194  0.311
H 2.90488 6.10020 3.45520  0.312
H 2.18250 4.45355 -3.94946  0.318
H 5.63566 0.23418 -2.71154  0.332
H -0.62033 -6.76328 -4.58183  0.319
H -0.55818 -8.76362 0.64778  0.316
H -4.49434 0.09100 5.60734  0.314
H -0.67655 0.31257 8.32697  0.326
H -0.61617 2.60963 -8.10540  0.313
H -1.58349 6.89809 -0.61224  0.314
H -4.87266 -4.51298 1.70913  0.322



# AsF6H24O12

AsF6H24O12 as an isolated structure (wB97M-V/def2-TZVPD, the OMol25 dataset).

HOMO energy: -0.2774 hartree
electronic energy: -3752.477083 a.u.
charge: -1
orbital gap: 9.47 eV

Last column: Mulliken charge in e.
Geometry (Å):
As -7.49657 3.14301 -8.17433  2.180
F -6.58475 4.17577 -7.09187  -0.484
F -8.86055 4.24972 -7.76168  -0.548
F -7.87966 2.11619 -6.73312  -0.624
F -7.05009 4.04523 -9.66011  -0.548
F -6.06790 2.15451 -8.43494  -0.448
F -8.66735 2.10193 -9.19479  -0.567
O -7.83244 6.45108 -11.50865  -0.666
O -10.68795 0.61558 -8.69033  -0.690
O -6.94364 0.12969 -4.56700  -0.699
O -4.46372 4.89084 -9.58298  -0.653
O -11.45902 3.57346 -9.85026  -0.531
O -9.33351 5.32163 -5.39884  -0.541
O -4.82944 6.39614 -6.76383  -0.651
O -7.54502 2.77692 -4.30022  -0.763
O -7.75697 -0.69841 -10.79069  -0.668
O -4.74697 -0.10116 -6.21021  -0.615
O -12.06503 4.66106 -7.08432  -0.676
O -10.71155 2.71542 -5.43321  -0.593
H -7.16507 1.03115 -4.33340  0.415
H -4.46299 0.31562 -7.02378  0.308
H -8.53738 6.38219 -10.86479  0.323
H -5.37983 5.73697 -6.34100  0.314
H -10.29816 -0.13250 -9.14274  0.296
H -11.50405 4.28098 -7.76040  0.338
H -12.32099 3.79090 -10.20516  0.237
H -7.18289 5.80865 -11.22299  0.356
H -7.74187 0.12954 -10.31059  0.316
H -5.25728 4.40769 -9.81333  0.352
H -7.64534 2.64851 -5.24345  0.522
H -5.39553 7.16342 -6.84782  0.318
H -9.80384 2.66048 -5.73200  0.191
H -8.69818 5.75805 -4.83128  0.295
H -6.37749 0.21276 -5.33433  0.345
H -3.94416 -0.45854 -5.83072  0.267
H -11.22908 2.74424 -10.26950  0.291
H -9.99292 1.27346 -8.67156  0.428
H -4.72117 5.43397 -8.83802  0.345
H -10.65011 3.05400 -4.54000  0.310
H -8.36114 3.19582 -4.02690  0.282
H -8.48891 -0.60864 -11.40097  0.309
H -11.61591 4.46551 -6.26196  0.334
H -8.86125 5.17319 -6.21809  0.293



# AsF6H28O14

AsF6H28O14 as an isolated structure (wB97M-V/def2-TZVPD, the OMol25 dataset).

HOMO energy: -0.2819 hartree
electronic energy: -3905.348308 a.u.
charge: -1
orbital gap: 9.22 eV

Last column: Mulliken charge in e.
Geometry (Å):
As 0.28051 -0.18656 0.49372  2.054
F -0.07406 1.36623 -0.26531  -0.402
F -1.43509 -0.29539 1.19898  -0.424
F -0.29511 -1.07734 -0.88592  -0.137
F 1.90099 -0.14258 -0.31468  -0.406
F 0.86206 0.73446 1.90384  -0.519
F 0.60365 -1.80814 1.25516  -0.552
O -1.86131 0.87544 3.49946  -0.633
O 3.99061 -1.69999 -0.70087  -0.665
O -3.20773 -2.30192 -0.28963  -0.623
O 3.20652 -0.32314 2.71781  -0.660
O -1.45681 -3.50664 1.88752  -0.693
O -3.11022 0.49572 -1.53115  -0.649
O 1.42720 -3.94625 -0.14410  -0.604
O 1.67801 1.42801 -2.40122  -0.657
O 0.35105 0.04701 -4.30004  -0.687
O 2.31271 3.28907 2.25249  -0.622
O -1.51583 -2.06240 -3.21389  -0.750
O -0.86183 3.11660 1.95996  -0.549
O -2.84555 3.12877 -0.57986  -0.685
O 1.17129 3.96477 -0.38884  -0.599
H 1.61052 -3.12866 0.31870  0.285
H -0.07121 -0.68438 -3.84948  0.331
H -1.84445 0.96986 2.54708  0.311
H -2.40571 -2.40343 0.22291  0.183
H 0.02043 -0.00064 -5.19707  0.281
H 1.02532 0.87391 -2.82924  0.423
H -1.43385 -3.00139 -3.04716  0.293
H -0.19545 2.81692 1.34160  0.110
H -0.98506 -2.74013 1.56169  0.328
H -1.31288 -3.49269 2.83373  0.311
H -2.21790 3.06124 0.13968  0.342
H 1.72121 4.03328 -1.16931  0.312
H 3.29035 -1.05198 -0.62378  0.418
H -2.97545 2.22607 -0.87052  0.432
H -3.89420 0.22214 -2.00734  0.243
H 1.87594 -3.85220 -0.98435  0.285
H 2.17056 2.35784 2.08268  0.285
H -1.30961 -1.65074 -2.37470  0.404
H 0.59334 3.22281 -0.56686  0.321
H -2.81121 -0.29695 -1.08561  0.266
H 3.57623 -2.45192 -1.12410  0.251
H -0.36679 3.39156 2.73169  0.274
H 1.70410 1.11374 -1.49746  0.243
H -1.02799 0.45610 3.71384  0.315
H -3.38010 -3.17542 -0.64109  0.272
H 3.25571 -1.23354 2.42627  0.316
H 1.98912 3.42270 3.14337  0.283
H 2.27810 -0.09978 2.65159  0.343